Computed, not measured: a 7-piece molecular cluster, C21H54O19P4 overall in a non-equilibrium geometry, with the ωB97M-V functional and the def2-TZVPD basis.

XYZ file:
```
98
Properties=species:S:1:pos:R:3:forces:R:3
P 4.584 44.354 26.180 3.269 -3.213 0.654
P -2.041 40.854 28.848 -2.205 3.190 -2.408
P 6.437 39.067 26.469 -1.212 0.007 -1.093
P 2.174 37.694 23.059 4.217 -1.595 1.646
O -0.690 41.099 29.703 -4.823 1.919 1.252
O 6.516 37.412 26.561 6.558 4.841 1.071
O -1.437 41.439 27.466 0.370 0.485 -0.973
O 4.249 44.626 27.701 -2.837 1.222 -0.105
O 4.916 45.559 25.196 -0.765 0.186 2.734
O 1.285 36.875 22.029 -0.301 1.128 0.359
O 0.661 34.684 28.343 2.951 2.263 0.095
O 2.970 36.740 23.940 -1.234 1.591 -1.328
O 1.372 38.721 24.021 -1.513 0.037 -3.237
O 7.179 39.842 27.718 0.993 -1.780 -2.154
O 3.211 38.566 22.067 -3.486 -1.209 0.058
O -3.274 41.655 29.185 2.151 -1.691 0.697
O 5.011 39.279 26.561 -2.453 1.308 0.263
O 3.440 43.444 25.613 -2.024 0.456 -0.604
O -2.414 39.379 28.320 0.940 -0.016 1.811
O 5.816 43.572 26.261 1.274 -0.583 -0.187
O 5.505 35.861 21.146 -0.677 0.367 -0.435
O 6.903 39.642 24.909 0.335 -2.725 4.417
O 4.126 43.031 21.823 -2.585 -0.325 0.024
C 1.783 35.617 21.505 0.508 -0.375 -1.962
C 1.422 38.598 25.440 3.245 -4.173 -3.027
C 7.788 36.184 21.996 0.238 -5.209 -1.702
C -3.819 38.947 28.232 1.728 4.422 1.157
C 4.426 39.084 22.578 -0.240 -2.157 -0.262
C 0.364 40.300 29.500 1.476 -1.115 -2.753
C 2.873 42.185 26.158 0.397 0.431 2.783
C 5.148 44.858 28.729 5.619 -1.907 -2.116
C 6.497 40.972 28.284 5.185 1.166 -1.221
C 6.680 41.024 24.692 -0.555 1.146 -3.008
C 4.300 45.692 23.988 -3.913 3.291 -2.101
C 1.718 43.072 22.127 -0.957 -3.216 0.063
C 2.975 42.724 21.464 2.841 -0.311 -1.484
C 6.292 35.479 21.963 2.870 1.697 -2.123
C -2.351 42.024 26.493 -3.244 -3.763 6.330
C 5.973 34.423 22.905 -2.888 5.380 4.837
C 1.812 35.153 28.144 -1.472 -2.736 -0.267
C 2.325 36.474 28.600 1.446 3.628 0.220
C 5.528 36.609 26.288 -4.740 -5.109 -2.107
C 2.821 41.980 20.140 1.889 -2.389 3.459
C 2.703 34.306 27.246 1.791 0.525 0.220
H -0.009 39.356 29.686 0.434 -2.689 0.934
H 5.779 35.429 26.394 -0.118 2.774 0.688
H 1.997 41.751 25.554 1.716 1.080 0.549
H 3.213 34.925 26.481 -0.193 -0.296 0.426
H 6.308 33.528 22.751 2.287 -5.161 -1.242
H 4.918 45.344 23.213 0.825 -0.478 -1.001
H 2.061 33.639 26.794 -1.736 -1.124 -1.493
H -4.292 39.787 27.778 -0.917 0.025 -0.664
H 4.846 45.285 29.573 -3.088 1.300 3.359
H 1.198 42.080 22.549 0.977 1.989 -1.263
H 0.939 35.123 20.934 0.542 0.235 1.707
H 4.581 36.880 26.806 0.678 -0.436 0.008
H 1.286 37.575 25.726 0.006 -0.645 0.103
H 2.205 41.108 20.278 -1.332 0.207 -0.503
H 3.738 41.487 26.358 -1.025 0.382 -0.863
H 5.865 40.668 28.909 -5.213 -3.425 5.367
H 1.256 40.582 30.010 0.342 0.269 0.606
H 5.182 38.322 22.471 0.337 -0.340 0.114
H 3.343 45.117 23.989 0.718 0.547 -0.344
H 7.815 36.618 22.909 0.483 1.638 2.943
H -3.756 38.096 27.748 0.012 -3.923 -2.929
H 5.218 36.557 25.223 0.208 0.680 0.187
H -1.997 42.594 25.814 3.422 3.072 -4.806
H 2.046 43.574 22.973 -0.409 1.907 1.547
H 4.216 39.232 23.578 0.535 1.040 2.328
H -3.028 42.632 27.036 -0.276 1.366 1.016
H 2.396 35.060 22.247 -1.113 0.211 -0.318
H 8.086 36.843 21.209 -0.709 0.499 -0.595
H 3.465 36.737 29.004 -2.921 -1.490 -1.413
H 3.428 33.534 27.628 -0.256 1.434 0.626
H 2.456 35.767 20.628 -0.003 0.621 0.852
H 7.321 41.729 25.300 -0.899 -0.889 -0.670
H 5.562 41.343 24.630 1.889 -0.689 0.803
H 8.670 35.341 21.972 -2.292 1.725 0.321
H -4.260 38.761 29.147 -0.609 -0.117 2.221
H 2.775 42.569 19.312 -0.843 1.571 -2.313
H 2.512 42.432 27.250 0.260 -0.374 -2.174
H 3.971 46.893 23.691 1.124 -3.286 1.201
H 3.762 41.453 20.101 0.765 0.078 -0.500
H 2.083 37.332 27.853 0.915 -1.800 0.217
H 5.869 45.691 28.453 -0.148 -1.423 -0.302
H 4.863 34.399 23.077 0.920 -0.045 -0.501
H 7.109 41.616 28.963 0.457 -0.387 -1.603
H 5.760 43.873 29.106 -1.422 2.268 -1.482
H 4.741 39.910 22.023 0.073 1.596 -0.694
H -3.127 41.344 26.226 0.168 -1.339 -1.266
H 0.901 39.152 26.043 -4.023 3.825 2.114
H 1.128 43.493 21.298 -0.331 0.362 1.030
H 6.362 34.792 23.935 -0.324 -0.828 -1.464
H 0.495 40.315 28.418 1.114 -0.125 -0.261
H 1.666 36.914 29.314 -0.529 -0.362 1.359
H 5.877 41.419 27.629 -1.070 2.336 -2.770
H 6.981 40.958 23.575 -0.186 1.307 1.666
H 2.406 38.870 25.542 2.608 0.237 1.649
```
Positions in Å, forces in eV/Å.

The calculation puts the highest occupied orbital energy at -9.511 eV. The orbital gap comes out at 9.9 eV. As for the structure (SMILES): COP(=O)(OC)OC.COP(=O)(OC)OC.COP(=O)(OC)OC.COP(=O)(OC)OC.CC(C)=O.CC(C)=O.CC(C)=O. The molar mass is 734.54 g mol⁻¹. As for the total energy: -98706.5123 eV.